No. 1
ORCA calculation (ωB97M-V/def2-TZVPD) on a single C5H9N molecule in a non-equilibrium geometry.

Computed properties:
Largest force on an atom (eV/Å): 1.13
Energy relative to the best compared isomer or geometry (same formula, charge and spin) (kcal/mol): 3.0
Lowest unoccupied orbital energy (hartree): 0.0321

```
15
C5H9N, DFT ωB97M-V/def2-TZVPD
C 1.37 -0.67 -0.09
C 0.37 0.48 -0.05
C -0.46 0.57 -1.35
C -0.53 0.37 1.19
C -1.39 -0.82 1.14
N -2.05 -1.76 1.05
H 1.98 -0.70 0.83
H 2.05 -0.56 -0.94
H 0.86 -1.64 -0.18
H 0.94 1.41 0.07
H -0.09 -0.13 -2.11
H -0.43 1.57 -1.78
H -1.51 0.31 -1.18
H -1.18 1.25 1.28
H 0.07 0.32 2.11
```

No. 2
ORCA calculation (ωB97M-V/def2-TZVPD) on 9 unconnected molecules or ions with the total composition C37H52F4O20 in a non-equilibrium geometry.

Computed properties:
Largest force on an atom (eV/Å): 9.92
Lowest unoccupied orbital energy (hartree): -0.0239

```
113
C37H52F4O20, DFT ωB97M-V/def2-TZVPD
O -1.25 0.56 2.21
C -0.62 -0.07 1.20
C 1.01 -0.25 1.11
O 1.67 -0.40 2.42
C 3.15 -0.58 2.26
O 3.61 -1.83 2.52
O 4.02 0.55 1.90
C 4.40 0.54 0.48
F 3.82 -0.56 -0.32
F 5.90 0.42 0.44
C 4.02 2.06 -0.11
F 5.23 2.60 -0.82
F 2.91 2.02 -1.11
H -1.29 -0.56 0.37
H 1.34 -1.17 0.44
H 1.47 0.73 0.62
H 3.78 2.73 0.83
O -0.37 3.48 1.33
C -0.80 3.95 2.37
C -2.08 3.56 3.04
C -2.30 4.69 4.01
C -0.89 5.13 4.31
O -0.15 4.90 3.12
H -1.94 2.60 3.55
H -2.90 3.49 2.32
H -2.86 4.40 4.90
H -2.84 5.50 3.52
H -0.43 4.55 5.12
H -0.84 6.19 4.57
O 3.33 -0.41 -4.35
C 3.47 0.73 -4.75
C 4.37 1.76 -4.14
C 3.85 3.04 -4.76
C 3.32 2.56 -6.09
O 2.85 1.24 -5.85
H 5.40 1.56 -4.43
H 4.27 1.78 -3.05
H 4.61 3.82 -4.86
H 3.03 3.44 -4.15
H 4.10 2.53 -6.86
H 2.50 3.19 -6.45
O -2.12 -0.61 -0.90
C -3.07 -0.20 -1.55
C -4.48 -0.68 -1.42
C -5.12 -0.13 -2.67
C -4.31 1.12 -2.93
O -2.99 0.82 -2.46
H -4.93 -0.25 -0.52
H -4.52 -1.77 -1.40
H -6.19 0.07 -2.57
H -4.98 -0.84 -3.50
H -4.69 1.98 -2.38
H -4.26 1.36 -4.00
O 2.00 4.92 8.64
C 2.56 5.08 7.57
C 2.66 6.37 6.82
C 3.08 5.91 5.44
C 3.85 4.65 5.74
O 3.23 4.09 6.89
H 3.42 7.00 7.28
H 1.70 6.89 6.79
H 3.66 6.65 4.89
H 2.19 5.67 4.85
H 4.90 4.85 5.96
H 3.79 3.93 4.91
O 7.24 -5.22 -6.29
C 6.19 -4.65 -6.05
C 5.11 -5.17 -5.14
C 3.94 -4.30 -5.52
C 4.61 -3.02 -5.97
O 5.85 -3.43 -6.54
H 5.42 -5.01 -4.10
H 4.91 -6.22 -5.33
H 3.23 -4.15 -4.70
H 3.40 -4.75 -6.36
H 4.81 -2.35 -5.13
H 4.01 -2.49 -6.71
O -7.08 -0.76 -0.67
C -7.79 -1.53 -1.30
C -9.21 -1.88 -0.96
C -9.44 -3.11 -1.80
C -8.52 -2.89 -2.97
O -7.41 -2.16 -2.45
H -9.86 -1.05 -1.26
H -9.32 -2.09 0.10
H -10.49 -3.25 -2.09
H -9.13 -4.00 -1.24
H -8.99 -2.29 -3.76
H -8.18 -3.83 -3.40
O -5.37 -5.25 -4.44
C -4.46 -5.00 -3.68
C -3.06 -5.54 -3.78
C -2.50 -5.24 -2.41
C -3.27 -4.01 -2.00
O -4.55 -4.15 -2.61
H -2.53 -5.00 -4.57
H -3.07 -6.61 -3.99
H -1.42 -5.10 -2.41
H -2.74 -6.07 -1.73
H -2.81 -3.09 -2.37
H -3.38 -3.95 -0.92
O 1.47 -1.64 8.84
C 2.03 -1.49 7.77
C 2.13 -0.19 7.02
C 2.55 -0.65 5.64
C 3.31 -1.92 5.94
O 2.69 -2.47 7.10
H 2.89 0.43 7.48
H 1.17 0.32 6.99
H 3.13 0.09 5.09
H 1.65 -0.89 5.05
H 4.37 -1.72 6.17
H 3.26 -2.63 5.11
```

Look up the lowest unoccupied orbital energy of the first one. 0.0321 hartree

Please write out number 2 again, unchanged.
ORCA calculation (ωB97M-V/def2-TZVPD) on 9 unconnected molecules or ions with the total composition C37H52F4O20 in a non-equilibrium geometry.

Computed properties:
Largest force on an atom (eV/Å): 9.92
Lowest unoccupied orbital energy (hartree): -0.0239

```
113
C37H52F4O20, DFT ωB97M-V/def2-TZVPD
O -1.25 0.56 2.21
C -0.62 -0.07 1.20
C 1.01 -0.25 1.11
O 1.67 -0.40 2.42
C 3.15 -0.58 2.26
O 3.61 -1.83 2.52
O 4.02 0.55 1.90
C 4.40 0.54 0.48
F 3.82 -0.56 -0.32
F 5.90 0.42 0.44
C 4.02 2.06 -0.11
F 5.23 2.60 -0.82
F 2.91 2.02 -1.11
H -1.29 -0.56 0.37
H 1.34 -1.17 0.44
H 1.47 0.73 0.62
H 3.78 2.73 0.83
O -0.37 3.48 1.33
C -0.80 3.95 2.37
C -2.08 3.56 3.04
C -2.30 4.69 4.01
C -0.89 5.13 4.31
O -0.15 4.90 3.12
H -1.94 2.60 3.55
H -2.90 3.49 2.32
H -2.86 4.40 4.90
H -2.84 5.50 3.52
H -0.43 4.55 5.12
H -0.84 6.19 4.57
O 3.33 -0.41 -4.35
C 3.47 0.73 -4.75
C 4.37 1.76 -4.14
C 3.85 3.04 -4.76
C 3.32 2.56 -6.09
O 2.85 1.24 -5.85
H 5.40 1.56 -4.43
H 4.27 1.78 -3.05
H 4.61 3.82 -4.86
H 3.03 3.44 -4.15
H 4.10 2.53 -6.86
H 2.50 3.19 -6.45
O -2.12 -0.61 -0.90
C -3.07 -0.20 -1.55
C -4.48 -0.68 -1.42
C -5.12 -0.13 -2.67
C -4.31 1.12 -2.93
O -2.99 0.82 -2.46
H -4.93 -0.25 -0.52
H -4.52 -1.77 -1.40
H -6.19 0.07 -2.57
H -4.98 -0.84 -3.50
H -4.69 1.98 -2.38
H -4.26 1.36 -4.00
O 2.00 4.92 8.64
C 2.56 5.08 7.57
C 2.66 6.37 6.82
C 3.08 5.91 5.44
C 3.85 4.65 5.74
O 3.23 4.09 6.89
H 3.42 7.00 7.28
H 1.70 6.89 6.79
H 3.66 6.65 4.89
H 2.19 5.67 4.85
H 4.90 4.85 5.96
H 3.79 3.93 4.91
O 7.24 -5.22 -6.29
C 6.19 -4.65 -6.05
C 5.11 -5.17 -5.14
C 3.94 -4.30 -5.52
C 4.61 -3.02 -5.97
O 5.85 -3.43 -6.54
H 5.42 -5.01 -4.10
H 4.91 -6.22 -5.33
H 3.23 -4.15 -4.70
H 3.40 -4.75 -6.36
H 4.81 -2.35 -5.13
H 4.01 -2.49 -6.71
O -7.08 -0.76 -0.67
C -7.79 -1.53 -1.30
C -9.21 -1.88 -0.96
C -9.44 -3.11 -1.80
C -8.52 -2.89 -2.97
O -7.41 -2.16 -2.45
H -9.86 -1.05 -1.26
H -9.32 -2.09 0.10
H -10.49 -3.25 -2.09
H -9.13 -4.00 -1.24
H -8.99 -2.29 -3.76
H -8.18 -3.83 -3.40
O -5.37 -5.25 -4.44
C -4.46 -5.00 -3.68
C -3.06 -5.54 -3.78
C -2.50 -5.24 -2.41
C -3.27 -4.01 -2.00
O -4.55 -4.15 -2.61
H -2.53 -5.00 -4.57
H -3.07 -6.61 -3.99
H -1.42 -5.10 -2.41
H -2.74 -6.07 -1.73
H -2.81 -3.09 -2.37
H -3.38 -3.95 -0.92
O 1.47 -1.64 8.84
C 2.03 -1.49 7.77
C 2.13 -0.19 7.02
C 2.55 -0.65 5.64
C 3.31 -1.92 5.94
O 2.69 -2.47 7.10
H 2.89 0.43 7.48
H 1.17 0.32 6.99
H 3.13 0.09 5.09
H 1.65 -0.89 5.05
H 4.37 -1.72 6.17
H 3.26 -2.63 5.11
```

largest force on an atom of number 2 (C37H52F4O20)? 9.92 eV/Å

Among the records above, which one has the lowest lowest unoccupied orbital energy? C37H52F4O20